(1)
Density functional theory data (wB97M-V/def2-TZVPD) for a structure of composition C12H16Cu2F6N3OP at a distorted geometry.

```
41
Properties=species:S:1:pos:R:3:forces:R:3
Cu -8.628420 -3.483800 25.206210 4.28 -2.52 -5.03
Cu -10.782590 -2.347980 25.355800 -4.15 -8.33 -3.90
O -9.617050 -2.995510 26.476440 -4.10 5.67 -14.75
H -9.484190 -2.044890 26.658620 0.16 1.33 -0.57
P -10.702420 0.125040 25.632580 -0.47 9.04 0.92
F -9.900420 -0.997070 24.731800 3.38 4.64 -2.59
F -9.735500 -0.097230 26.880310 0.13 -1.65 0.10
F -9.722420 1.370590 25.244560 0.20 -1.57 -1.18
F -11.499370 1.274990 26.534000 -0.30 -2.07 -0.32
F -11.657390 0.434840 24.410830 0.09 -0.57 -0.44
F -11.675040 -1.075200 26.078650 -3.90 3.72 2.33
N -9.990520 -4.899370 26.736870 3.16 -7.84 -2.26
C -9.973930 -5.405320 25.457950 -1.61 1.98 -0.11
C -9.029800 -6.372630 25.299240 0.24 -0.56 -1.94
C -8.370080 -6.527740 26.493600 -0.18 1.12 2.12
C -8.952350 -5.598160 27.373240 -0.05 -0.60 -0.18
H -10.593960 -4.163920 27.076080 -0.75 -1.61 -0.69
H -10.638570 -4.870320 24.795810 -0.34 -0.76 -0.59
H -8.837600 -6.940290 24.400780 -0.15 0.11 -0.05
H -7.583320 -7.229870 26.726860 -0.05 0.20 0.06
H -8.660950 -5.423290 28.398380 -0.22 0.02 -0.13
N -8.388280 -2.648170 27.903690 7.95 0.66 9.81
C -7.547570 -1.674180 27.531140 3.29 -0.76 2.31
C -6.587740 -1.580660 28.592420 -1.44 1.35 -0.77
C -7.103320 -2.309980 29.721280 1.09 -0.41 -0.99
C -8.106050 -3.089470 29.237000 -1.03 1.65 -2.02
H -9.045280 -3.078960 27.268980 9.02 -2.73 2.69
H -7.622510 -1.146790 26.591650 0.26 -0.07 -0.05
H -5.726770 -0.929390 28.561220 -0.14 0.14 0.23
H -6.747110 -2.312720 30.740840 0.26 -0.03 -0.18
H -8.866710 -3.722660 29.669280 0.39 0.04 0.37
N -10.653020 -3.006090 28.173400 -4.14 0.12 5.55
C -11.127190 -4.189920 28.652030 -2.58 0.44 1.42
C -12.392310 -3.932700 29.148760 0.11 0.46 0.81
C -12.562490 -2.514800 29.156100 0.85 0.85 -0.77
C -11.454970 -1.941420 28.493840 -0.51 -2.08 1.35
H -9.817740 -2.998060 27.605640 -6.71 0.71 6.86
H -10.614350 -5.089500 28.345180 -1.35 0.15 2.11
H -13.112850 -4.661530 29.489370 0.14 0.05 0.17
H -13.335640 -1.911520 29.608540 -0.23 -0.31 -0.14
H -11.047090 -0.958250 28.311100 -0.65 -0.04 0.40
```
Positions in Å, forces in eV/Å.

Calculated values
2S+1: 1
charge: 0
electronic energy: -4927.35853 Eh
HOMO energy: -8.0 eV

List of natural (NBO) charges in e, atom by atom: 0.912, 0.926, -1.225, 0.577, 2.571, -0.621, -0.551, -0.566, -0.574, -0.556, -0.597, -0.593, -0.192, -0.286, -0.311, -0.070, 0.473, 0.208, 0.238, 0.243, 0.244, -0.612, -0.104, -0.306, -0.265, -0.103, 0.354, 0.210, 0.215, 0.224, 0.213, -0.558, -0.150, -0.286, -0.297, -0.088, 0.393, 0.234, 0.220, 0.224, 0.235

***

(2)
Density functional theory data (wB97M-V/def2-TZVPD) for a structure of composition CsH42O21 at a distorted geometry.

```
64
Properties=species:S:1:pos:R:3:forces:R:3
Cs -11.193929 9.326489 10.111608 0.21 -0.30 0.48
O -12.451295 9.601942 7.409124 -0.14 0.12 0.17
H -12.254808 9.159284 6.583482 0.30 -0.33 -0.29
H -13.095206 10.270594 7.175613 -0.19 0.25 -0.03
O -15.741575 8.526322 9.507491 0.33 -0.04 0.22
H -15.995487 8.709443 8.602934 -0.05 0.04 -0.35
H -16.566210 8.334688 9.954131 -0.35 0.00 0.19
O -6.482439 9.015402 10.075596 -0.12 -0.73 -0.56
H -5.571590 8.977585 10.367413 0.19 -0.02 0.15
H -6.740364 9.927114 10.211628 -0.22 0.33 0.48
O -10.584670 11.679817 12.210474 0.13 -0.07 -0.20
H -10.015382 12.264342 12.710946 0.24 0.20 0.28
H -11.098885 12.264392 11.653627 -0.53 0.44 -0.25
O -15.069982 5.393562 9.104750 0.34 -0.28 -0.08
H -15.932404 5.364953 8.690473 -0.30 -0.14 -0.11
H -15.070355 6.210483 9.603611 0.01 0.57 -0.03
O -9.163485 7.604080 11.917161 -0.13 0.60 -0.28
H -8.373695 7.224914 11.531530 0.33 0.30 0.01
H -9.739803 6.855060 12.068996 -0.46 -0.94 0.25
O -10.726776 5.236554 12.393635 0.70 0.52 0.50
H -11.567616 5.231889 11.936252 -0.30 -0.14 -0.15
H -10.397553 4.342666 12.299731 0.21 -0.17 -0.05
O -12.776351 5.982625 6.956919 0.22 0.23 -0.16
H -13.193863 6.289597 6.152127 -0.14 0.03 -0.28
H -13.494176 5.621281 7.476918 -0.26 -0.31 0.55
O -12.766839 7.988740 12.760685 0.24 -0.04 -0.35
H -13.384710 7.324331 13.065689 -0.02 -0.25 0.27
H -13.296225 8.779556 12.657792 -0.18 0.30 -0.06
O -10.541345 7.421591 6.396352 0.14 0.51 -0.34
H -10.483205 6.980736 5.548721 0.17 -0.08 -0.25
H -11.180521 6.908273 6.890505 -0.53 -0.53 0.40
O -12.954739 4.765331 11.107592 -0.58 0.26 0.07
H -13.831983 5.128098 11.230381 -0.27 0.04 -0.01
H -13.103389 3.906686 10.711537 -0.26 -0.62 0.24
O -9.813867 9.684704 13.813265 -0.20 0.10 0.66
H -10.001739 10.331227 13.132875 0.05 0.04 -0.32
H -9.878955 8.840549 13.366724 0.32 -0.43 -0.08
O -8.871976 11.127093 9.626857 0.14 0.05 1.14
H -8.795988 10.496983 8.910325 0.21 -0.36 -0.68
H -9.260201 11.903507 9.223515 -0.09 0.46 -0.43
O -11.871732 11.116430 15.206489 -0.51 0.55 0.32
H -12.693382 11.014662 14.726107 -0.14 -0.01 0.02
H -11.247932 10.564647 14.734625 0.67 -0.62 -0.20
O -9.809980 12.960588 7.848571 -0.03 0.03 0.01
H -9.759697 13.916025 7.877644 0.11 0.34 0.04
H -10.604263 12.777222 7.346863 -0.19 -0.13 -0.17
O -11.452118 3.888187 9.073385 -0.12 -0.53 -0.40
H -10.759856 4.512717 8.856654 0.27 0.15 0.15
H -12.074004 4.391923 9.598482 0.31 0.53 -0.26
O -6.555669 11.597544 11.355656 0.33 -0.08 0.32
H -7.436318 11.822635 11.055617 -0.46 -0.06 -0.25
H -5.997994 11.739197 10.590695 0.22 0.35 -0.16
O -12.891931 13.076480 11.228904 0.42 0.32 -0.31
H -13.308561 12.246965 11.462493 -0.31 -0.52 -0.06
H -13.061652 13.649262 11.976801 0.03 0.34 0.20
O -9.064267 9.261473 7.656383 0.26 0.54 0.38
H -8.248288 8.842476 7.382815 0.31 -0.14 0.09
H -9.742900 8.823542 7.142660 -0.30 -0.42 -0.40
O -8.842752 5.309197 9.597975 -0.33 0.07 -0.09
H -8.101226 5.638203 10.106035 0.19 0.06 0.08
H -8.442760 4.826602 8.874548 0.24 -0.18 -0.20
O -14.234583 10.601690 11.420778 0.44 -0.10 0.23
H -14.665672 10.770788 12.258523 -0.24 0.06 0.36
H -14.940113 10.642857 10.775210 -0.27 -0.19 -0.39
```
Positions in Å, forces in eV/Å.

Calculated values
2S+1: 1
charge: +1
electronic energy: -1625.23458 Eh
HOMO energy: -12.5 eV

List of Mulliken charges in e, atom by atom: 0.533, -0.381, 0.200, 0.231, -0.601, 0.300, 0.316, -0.600, 0.290, 0.339, -0.373, 0.225, 0.158, -0.600, 0.280, 0.344, -0.401, 0.146, 0.333, -0.667, 0.401, 0.273, -0.564, 0.255, 0.283, -0.378, 0.220, 0.227, -0.563, 0.241, 0.366, -0.729, 0.212, 0.297, -0.723, 0.346, 0.394, -0.303, 0.175, 0.402, -0.602, 0.250, 0.438, -0.589, 0.282, 0.278, -0.591, 0.307, 0.402, -0.702, 0.290, 0.319, -0.680, 0.390, 0.339, -0.466, 0.214, 0.236, -0.479, 0.223, 0.272, -0.603, 0.299, 0.263

***

(3)
Density functional theory data (wB97M-V/def2-TZVPD) for a structure of composition C12H4O10V at a distorted geometry.

```
27
Properties=species:S:1:pos:R:3:forces:R:3
O 2.951664 -0.116341 -2.147803 -0.56 0.28 -0.08
V 1.378774 0.052629 -2.160723 -0.58 -0.29 1.18
O 0.897124 -0.314751 -3.660283 0.47 0.34 1.58
C -1.078846 1.950819 -2.503113 4.68 0.45 3.64
C -0.180616 2.205789 -1.357533 -5.26 0.06 -2.25
C -0.711116 2.760269 0.027587 -0.48 0.00 -1.26
O 0.137014 2.971469 0.893097 -0.73 0.22 -0.30
C -2.145926 2.978589 0.012017 4.99 0.86 3.21
C -2.939326 2.635449 -0.984113 -5.52 -0.48 -0.29
C -2.403816 2.131249 -2.304543 -3.40 0.26 -2.14
O -3.176266 1.974569 -3.284183 -0.19 0.14 0.86
O -4.228156 2.724869 -0.766713 1.94 -0.29 -1.50
O 1.029034 2.029739 -1.470953 4.54 -2.61 -0.76
H -0.675726 1.688549 -3.470123 0.02 -0.12 0.04
H -2.505366 3.366519 0.953677 -0.51 -0.05 -0.01
C 1.747664 -3.021451 0.598567 -3.78 3.93 -0.81
C 1.916614 -3.615051 1.833407 3.87 -3.22 0.32
C 1.215644 -3.112731 3.116637 -0.28 0.93 4.46
O 1.406484 -3.580071 4.315867 0.61 -1.07 -2.59
C 0.482324 -1.907431 3.149057 0.08 -1.10 -4.10
C 0.275824 -1.233161 1.889057 0.33 3.33 0.60
C 0.875954 -1.846101 0.490397 2.12 -2.51 1.40
O 0.726634 -1.281211 -0.638343 -0.27 2.02 -1.54
O -0.107076 -0.019331 1.898507 0.27 -2.71 -1.11
O 2.853654 -4.534261 1.828527 -2.76 1.78 1.34
H 2.182024 -3.416951 -0.307703 0.23 -0.02 0.15
H 0.075804 -1.471651 4.049737 0.20 -0.12 -0.04
```
Positions in Å, forces in eV/Å.

Calculated values
2S+1: 1
charge: -3
electronic energy: -2156.00234 Eh
HOMO energy: 1.0 eV

List of Mulliken charges in e, atom by atom: -0.716, 1.702, -0.769, -0.574, 1.017, 0.595, -0.730, -0.827, 0.529, 0.450, -0.757, -0.842, -0.907, 0.352, 0.280, -0.502, 0.292, 0.332, -0.797, -0.604, 0.359, 0.441, -0.789, -0.599, -0.767, 0.390, 0.441

***

Gap between HOMO and LUMO? In order: 6.30 9.25 5.71 eV.
E_LUMO? In order: -1.7 -3.2 6.7 eV.
Energy above the lowest of the compared OMol25 structures with the same formula, charge and spin? In order: 16.039 2.626 2.947 eV.